No. 1
# C4H2

A cluster of 2 separate species, C4H2 in total in a non-equilibrium geometry (ωB97M-V with the def2-TZVPD basis set, the Open Molecules 2025 dataset).

Structure (XYZ):
```
6
Properties=species:S:1:pos:R:3:forces:R:3
C 1.1054 -3.0447 2.3013 -1.2 5.9 -3.3
C 1.2971 -4.0601 2.8410 1.1 -5.6 3.0
C 0.0697 -0.0751 0.1066 -0.1 -0.1 -0.1
C 0.4627 -1.0262 0.8767 0.1 -0.1 0.1
H -0.7137 -0.2392 -0.6223 -0.2 -0.3 -0.1
H 0.4674 0.9279 0.1082 0.3 0.1 0.3
```
Positions in Å, forces in eV/Å.

The energy relative to the best compared isomer or geometry (same formula, charge and spin) comes out at 839.57 kJ/mol. As for the multiplicity: 1. For the lowest unoccupied orbital energy (alpha / beta), the calculation gives -0.0506 / -0.0756 Eh. Its HOMO energy (alpha / beta) is -10.58 / -10.47 eV.



No. 2
# C4H20AgBClN8O4

A structure of composition C4H20AgBClN8O4 in a non-equilibrium geometry (ωB97M-V with the def2-TZVPD basis set, the Open Molecules 2025 dataset).

Structure (XYZ):
```
39
Properties=species:S:1:pos:R:3:forces:R:3
Ag 12.9624 24.8810 -27.9011 -1.5 0.2 -1.4
B 14.9631 25.8889 -28.5894 1.3 -0.2 0.5
H 14.6426 26.1558 -27.5288 -0.2 0.8 2.0
H 15.3602 24.8030 -28.5206 1.2 -1.2 0.2
H 14.0472 25.7038 -29.2613 -1.8 0.3 -1.8
H 15.7190 26.6791 -28.9596 0.5 0.9 -0.9
Cl 11.0857 26.0479 -29.3227 0.8 -0.4 0.6
C 12.7088 27.3353 -25.6454 -0.3 -2.1 -0.8
O 12.4611 26.2142 -26.1070 -0.3 1.3 1.7
N 11.7405 28.3025 -25.4851 0.6 -0.1 0.1
N 13.9445 27.6500 -25.1846 0.0 1.2 0.4
H 10.8390 27.9486 -25.7710 0.1 0.4 -0.4
H 12.0694 29.1749 -25.8754 -0.7 0.2 0.1
H 14.0366 28.6367 -24.9922 0.5 -0.2 0.2
H 14.7593 27.1713 -25.5344 -0.2 -0.1 -0.4
C 10.6930 23.2463 -25.8266 1.8 0.4 -0.3
O 11.3097 23.6554 -26.8048 -0.8 -0.3 0.0
N 9.4998 22.6239 -25.9269 -0.4 -0.1 0.0
N 11.2507 23.3353 -24.5785 -1.0 -0.3 -0.3
H 9.0038 22.2991 -25.1199 -0.1 0.0 0.0
H 9.0230 22.7206 -26.8058 0.0 -0.1 0.0
H 12.1869 23.6816 -24.5208 0.1 0.0 0.1
H 10.7183 23.0174 -23.7915 0.4 0.1 0.3
C 14.8114 23.6546 -25.3138 -0.3 2.0 -1.3
O 14.2303 23.7620 -26.3925 0.5 -1.5 1.2
N 14.5794 24.5339 -24.2880 0.5 -0.5 1.1
N 15.8554 22.8229 -25.1048 0.6 -1.0 0.1
H 15.2043 24.5028 -23.5022 -0.1 0.0 0.1
H 13.8623 25.2319 -24.2231 -0.2 0.0 -0.8
H 16.3548 22.7290 -24.2417 -0.3 0.3 0.3
H 16.1147 22.1266 -25.7805 -0.4 0.3 -0.4
C 13.8439 22.9103 -30.6185 -0.9 1.1 2.2
O 13.0631 23.2084 -29.6986 0.8 -0.6 -1.0
N 13.4383 22.0927 -31.6195 0.3 -0.5 -0.8
N 15.1266 23.3463 -30.6950 0.4 -0.3 -0.7
H 12.6248 21.5415 -31.4034 0.0 0.0 0.0
H 14.1976 21.6282 -32.0920 -0.3 -0.3 -0.2
H 15.6295 23.1516 -31.5435 0.0 0.1 0.0
H 15.4829 24.1114 -30.1399 -0.5 0.0 0.4
```
Positions in Å, forces in eV/Å.

The energy relative to the best compared isomer or geometry (same formula, charge and spin) comes out at 47.02 kJ/mol. As for the multiplicity: 2. For the lowest unoccupied orbital energy (alpha / beta), the calculation gives 0.0138 / -0.0520 Eh. Its HOMO energy (alpha / beta) is -8.26 / -8.18 eV.